[1]
Formula: C26H27Cl5CsIN5OS3
Source: the OMol25 dataset
Level of theory: ωB97M-V with the def2-TZVPD basis set

Values from the calculation:
net charge: -1
energy relative to the best compared isomer or geometry (same formula, charge and spin): 1.4 kcal per mole

XYZ file:
```
69
C26H27Cl5CsIN5OS3 | the OMol25 dataset | ωB97M-V with the def2-TZVPD basis set
H -0.4699 -2.0151 -3.0953
H 0.0587 -2.7412 1.5642
H -4.5834 -0.6526 -1.1186
H -8.0520 3.0510 -7.1743
H -4.0748 1.2147 -3.0959
C -0.4469 3.8541 -2.3336
C -6.4181 3.7280 -5.9787
S -2.3866 -0.1330 -1.9505
C -2.8875 3.2706 -1.3169
C -5.5141 2.0396 -4.4976
C -3.9260 3.2489 -3.5734
C -2.5812 -1.5376 -3.0902
S -1.4142 -3.7215 -1.7156
H 0.6331 -3.6731 -0.4907
H -6.4098 4.7348 -6.3748
Cl -2.1851 1.9869 4.2674
H -4.0781 -1.6415 1.0665
H 5.8418 3.5575 0.6136
H -1.4872 -3.1335 -3.9959
H -1.7986 3.1760 0.5370
N 5.4573 3.2488 1.4917
C -5.4941 3.3472 -5.0075
H -1.3930 3.9654 -4.2638
Cl -2.2831 -0.9291 5.3673
Cl 2.4382 -1.9967 2.9465
C 4.3493 2.4247 1.3171
H 0.1386 -2.0652 -0.9854
C 1.2692 0.4399 2.8432
C -0.2202 -2.9952 -0.5423
H 1.6203 -1.8013 -3.7977
C -6.4220 1.0816 -4.9376
C 0.2211 1.2730 3.1734
Cs 1.2155 0.8464 -0.4870
C -3.2789 -1.5802 0.3243
C -7.3260 2.7834 -6.4171
S -1.7157 -1.2961 1.1987
Cl 0.2667 2.9338 2.5628
H -8.0500 0.7629 -6.2774
H -1.3701 -3.6704 1.1696
H 4.3389 1.9964 3.3023
N -4.5030 2.0073 -3.5656
H -3.8454 3.0295 -0.8733
H -3.2145 -2.5350 -0.1919
C -7.3261 1.4766 -5.9053
O 3.7702 2.3719 0.2374
C 0.1005 -1.2920 4.1300
N -0.5405 3.6197 -1.0271
H 3.0518 1.2499 2.4175
C -2.7712 3.4863 -2.6874
H 0.5485 4.0464 -2.7175
C -1.4291 -2.5349 -3.0845
H -3.5335 -2.0271 -2.8742
C -0.9302 -0.4047 4.4330
C -3.6085 -0.4662 -0.6568
I 0.5874 0.5899 -4.2865
C -0.8782 0.8974 3.9416
N -4.4777 4.0801 -4.4116
H 2.7153 -0.5873 -3.2440
H -3.6829 0.4856 -0.1238
H -2.6421 -1.0938 -4.0860
C 1.1563 -0.8410 3.3411
C -1.7510 3.3563 -0.5325
N 3.9817 1.7124 2.4062
C 1.6907 -0.9629 -3.0875
C -0.7764 -2.8065 0.8633
H 6.1449 2.9478 2.1622
H -6.4205 0.0733 -4.5438
C -1.5287 3.8125 -3.2023
Cl 0.0179 -2.9244 4.7043
```



[2]
Formula: C34H29AgBrN3O11
Source: the OMol25 dataset
Level of theory: ωB97M-V with the def2-TZVPD basis set

Values from the calculation:
net charge: -2

XYZ file:
```
79
C34H29AgBrN3O11 | the OMol25 dataset | ωB97M-V with the def2-TZVPD basis set
C -0.1008 2.2121 -2.4660
Br 2.9826 0.1382 1.5797
H -8.0045 -0.8312 2.9594
H 0.8786 7.0030 -4.7434
H 2.2193 2.4838 3.1864
H -0.8629 -6.2320 3.2502
N 1.1684 1.3973 -2.2782
H -1.3218 6.5175 -3.8959
C -5.7528 -0.5729 0.9711
C 2.5394 4.1697 1.9191
O -0.7921 2.3432 -1.2679
C -0.2539 -2.3723 -4.5932
C -0.7196 4.5773 -3.0571
H 0.2437 -1.7883 -5.3702
C 2.6852 6.4183 2.7993
H -1.4479 -1.3808 -1.5253
N -1.4010 -1.7805 -2.5155
H 3.3572 3.9249 -0.0684
H 3.4771 6.3899 -0.5311
H 2.5805 -9.3470 4.5389
O 3.5355 -3.7113 0.4990
H -1.3547 3.1355 -1.5187
H -0.0452 -4.3965 1.6636
H 3.8750 -6.2558 1.3150
C 2.1911 2.7904 2.1114
C 1.1188 -7.2148 3.0506
O 3.0992 -8.3573 2.8674
C 2.4014 -7.2328 2.5069
O -6.1068 -1.6926 2.8803
C 0.3158 3.5924 -3.0305
C -2.9489 -0.6919 1.1753
C 2.5071 5.0722 2.9757
C -3.5693 0.0279 0.1275
H 1.9536 -10.0780 2.9947
H 2.3257 4.6633 3.9494
C 0.7553 6.0347 -4.2636
O -1.8446 4.2932 -2.5346
C -4.9293 0.0676 0.0626
C 3.1947 5.9923 0.4466
O 0.9655 -8.3724 3.7705
H 2.7154 7.1694 3.6109
H -2.2152 -2.0728 -3.0216
C 2.8441 -6.2510 1.6686
C 0.1826 -6.2110 2.8195
H -3.3273 -1.8884 2.9636
H -2.8782 0.4010 -0.6259
O -0.9835 -0.9004 2.3975
H -7.8078 -2.3600 2.0282
H -0.6262 1.5401 -3.1846
C -0.5116 5.7855 -3.8078
H 2.3820 3.2193 -3.2708
C 1.9340 -5.1730 1.4299
C 3.0233 6.8866 1.5235
H 1.2276 3.0125 -0.4562
C -5.1386 -1.2964 1.9989
O 0.7928 -1.2135 -2.7722
C -0.2675 -1.6997 -3.2486
C 2.3435 -3.9165 0.6737
C 1.5718 2.0160 -0.1586
C 3.0569 4.6391 0.6778
N 1.5213 1.0546 -1.0484
H -1.2861 -2.5888 -4.9848
C 0.6082 -5.2072 1.9413
H 1.0983 0.5209 -2.8154
H 3.1239 7.9515 1.3407
C -1.4197 -0.7203 1.2703
H 2.8306 5.4566 -4.4279
H 0.2446 -3.3496 -4.4766
C -7.3540 -1.3969 2.3042
C 1.5913 3.9573 -3.4131
H -5.3473 0.7292 -0.7112
C 1.8178 5.1424 -4.1226
C 2.0731 1.8388 1.1349
O -7.0936 -0.5508 1.1426
C 2.1487 -9.1852 3.5819
Ag 1.4620 -1.0700 -0.5116
C -3.7620 -1.3490 2.1262
O -0.8182 -0.7071 0.1494
O 1.3288 -3.1493 0.3332
```



E readings, ordered: -5169.45565, -5025.91353 hartree
Gap between HOMO and LUMO readings, ordered: 6.30, 5.90 eV